A:
ORCA calculation (ωB97M-V with the def2-TZVPD basis set) on one molecule with the formula C2H7NS.

```
11
Properties=species:S:1:pos:R:3:lowdin_charge:R:1
C -0.8060 -1.2533 -0.8525 -0.4155
S -0.2410 -0.6294 0.8180 0.7035
C 0.9444 0.6856 0.1854 -0.5515
N 0.3933 1.7761 -0.6819 -0.0441
H 0.1074 -1.3570 -1.4010 0.0029
H -1.5833 -0.5841 -1.3552 0.0505
H -1.2044 -2.2839 -0.6557 0.0335
H 1.7607 0.1527 -0.4528 0.0916
H 1.4668 1.0949 1.0226 0.0440
H 0.0151 2.4649 -0.0777 0.0378
H -0.2898 1.5552 -1.3917 0.0473
```

structure (SMILES)	CSCN
HOMO-LUMO gap	9.706	eV


B:
ORCA calculation (ωB97M-V with the def2-TZVPD basis set) on a 2-piece molecular cluster, C2H7NS overall.

```
11
Properties=species:S:1:pos:R:3:lowdin_charge:R:1
S -0.8747 2.5016 0.3401 -0.0947
H -1.4017 2.1096 1.5018 -0.4187
C -0.1386 -0.5127 -0.5954 -0.2512
C -0.7105 -1.3367 0.2397 0.0386
N 1.1610 0.0999 -0.3961 0.1190
H -0.5606 -0.1848 -1.5240 0.1036
H -1.6661 -1.7943 0.0852 0.0689
H -0.3440 -1.6576 1.2123 0.0767
H 1.0296 0.9799 0.1755 0.0362
H 1.7703 -0.4821 0.1865 0.1568
H 1.7353 0.2771 -1.2255 0.1648
```

HOMO-LUMO gap	6.412	eV


C:
ORCA calculation (ωB97M-V with the def2-TZVPD basis set) on C2H7NS as an isolated structure.

```
11
Properties=species:S:1:pos:R:3:lowdin_charge:R:1
C 0.9315 0.3816 -0.4884 -0.3842
C -0.1371 0.1701 0.5687 -0.7195
S -1.5795 -0.6841 -0.1348 0.5948
N 2.2174 0.8156 0.0821 -0.0219
H 0.5471 1.0953 -1.2144 0.0990
H 1.1531 -0.5952 -0.9408 0.0985
H -0.4838 1.1715 0.8720 0.0620
H 0.3934 -0.2331 1.4417 0.0668
H -1.9119 -0.4175 1.5990 0.0975
H 3.0902 0.4787 -0.2892 0.0584
H 2.1847 0.6316 1.0797 0.0487
```

HOMO-LUMO gap	8.739	eV


Energy comparison, zero being the most stable, in kcal/mol: A 0.0; B 46.6; C 40.3.


A:
ORCA calculation (ωB97M-V with the def2-TZVPD basis set) on a 2-piece molecular cluster, C5H8N2S2 overall.

```
17
Properties=species:S:1:pos:R:3:lowdin_charge:R:1
S 1.7559 -1.4188 0.4944 0.7065
C 1.4781 0.1067 -0.4169 -1.0519
C 2.7258 0.8654 -0.7947 -0.4739
S 1.6156 1.6536 0.3783 0.7699
H 1.4004 -2.1003 -0.5869 -0.1308
H 0.5025 0.1631 -1.0684 0.1019
H 3.7226 0.4979 -0.6100 0.0645
H 2.6440 1.4251 -1.7811 0.0858
C -2.4200 -0.8660 -0.3278 -0.1122
C -1.7109 -1.0430 0.7971 -0.1896
N -1.1663 0.1301 1.2132 0.0244
C -1.5496 0.9691 0.2968 -0.3877
N -2.2800 0.5317 -0.6363 0.0631
H -3.1254 -1.4473 -1.0150 0.1223
H -1.4012 -1.8737 1.4598 0.1144
H -1.0041 0.3852 2.1949 0.1765
H -1.1873 2.0214 0.4025 0.1168
```

structure (SMILES)	S[C@@H]1CS1.c1c[nH]cn1
HOMO-LUMO gap	9.569	eV


B:
ORCA calculation (ωB97M-V with the def2-TZVPD basis set) on one molecule with the formula C5H8N2S2.

```
17
Properties=species:S:1:pos:R:3:lowdin_charge:R:1
C 0.1251 -1.2891 0.0503 -0.0339
C 1.0627 -0.7223 -0.7799 0.0188
C 0.1477 0.8639 0.4656 0.0293
C 1.5578 1.6059 -1.4700 -0.0304
C -1.4366 -0.4973 1.6850 -0.4788
N -0.3936 -0.3297 0.8054 -0.1401
N 1.0221 0.6448 -0.5619 -0.1058
S -3.0420 -2.8752 0.1891 -0.2292
S -3.0111 -0.9497 0.7540 0.1559
H -0.0900 -2.2270 0.3545 0.0753
H 1.7779 -1.0275 -1.5930 0.1549
H 2.6563 1.8893 -1.4280 0.1132
H 1.5271 1.2678 -2.5132 0.1047
H 1.1759 2.5931 -1.2264 0.0953
H -1.2944 -1.2157 2.4169 0.0665
H -0.1255 1.7897 0.7801 0.1288
H -1.6594 0.4791 2.0715 0.0756
```

HOMO-LUMO gap	5.604	eV


Energy comparison, zero being the most stable, in kcal/mol: A 0.0; B 9.7.


A:
ORCA calculation (ωB97M-V with the def2-TZVPD basis set) on a 3-piece molecular cluster, C7H17N overall.

```
25
Properties=species:S:1:pos:R:3:lowdin_charge:R:1
C 0.6143 0.4661 0.0791 -0.5080
C -1.8786 0.1622 0.7697 -0.0750
C 2.6713 -0.4452 0.3019 0.0165
C 0.0439 -1.9022 0.0846 -0.1356
C 0.7847 1.7333 0.8898 -0.0657
C 0.4806 0.7052 -1.4047 -0.0510
C -2.7280 -0.1651 -0.4182 -0.1616
N 0.1630 -0.6090 0.7232 -0.0540
H -2.0423 -0.4574 1.6458 0.0648
H -1.8551 1.2094 1.0502 0.0574
H -0.9691 -2.3059 0.1368 0.0675
H 2.7449 -1.1687 -0.5028 0.0073
H 2.7645 -0.8471 1.3039 0.0164
H 3.2547 0.4504 0.1143 0.0056
H 0.3346 -1.9774 -0.9666 0.0775
H 0.6472 -2.6229 0.6409 0.0826
H -0.0016 2.4578 0.6622 0.0707
H 1.7281 2.2193 0.6267 0.0768
H 0.7714 1.5109 1.9561 0.0878
H -0.1210 -0.0235 -1.9435 0.0675
H 0.0413 1.6786 -1.6382 0.0812
H 1.4553 0.7116 -1.8981 0.0796
H -2.5136 0.4825 -1.2713 0.0608
H -3.8012 -0.0636 -0.1920 0.0746
H -2.5895 -1.1991 -0.7497 0.0565
```

HOMO-LUMO gap (spin up / spin down)	8.133 / 7.545	eV


B:
ORCA calculation (ωB97M-V with the def2-TZVPD basis set) on C7H17N as an isolated structure.

```
25
Properties=species:S:1:pos:R:3:lowdin_charge:R:1
C 1.4098 -1.0574 -0.6382 -0.3498
N 0.2538 -0.3021 -0.3294 -0.1224
C -0.9186 -1.0910 -0.2688 -0.3240
C -2.1431 -0.2936 0.2062 -0.4282
C -2.5535 0.8076 -0.7699 -0.0941
C -1.7821 0.3104 1.5859 -0.0893
C 2.5380 -0.2548 -0.1450 -0.1366
C 2.4701 0.1656 1.2036 0.0692
H 1.4801 -2.0362 -0.1094 0.1210
H 1.5378 -1.1594 -1.7344 0.1052
H -1.1673 -1.5900 -1.2207 0.1099
H 2.8009 1.6522 -2.3607 0.0136
H -0.8409 -1.9293 0.4551 0.1079
H -2.9627 -0.9942 0.3766 0.1193
H -1.6474 1.3768 -0.9949 0.0683
H -2.8925 0.3492 -1.6995 0.0663
H -3.3556 1.4452 -0.3926 0.0671
H -0.7226 0.5500 1.5662 0.0441
H -1.9510 -0.5159 2.2894 0.0681
H -2.4782 1.0878 1.8837 0.0645
H 3.5371 -0.2531 -0.5713 0.1308
H 2.5417 2.3419 -2.2809 0.0324
H 1.9128 0.7667 0.3214 0.1528
H 1.7835 -0.2240 1.9506 0.1089
H 3.1498 0.8477 1.6770 0.0948
```

HOMO-LUMO gap	5.515	eV


C:
ORCA calculation (ωB97M-V with the def2-TZVPD basis set) on C7H17N as an isolated structure.

```
25
Properties=species:S:1:pos:R:3:lowdin_charge:R:1
C -0.2070 -0.4837 -1.3184 -0.4835
C 1.5131 -0.7309 0.2390 -0.1088
C -1.0682 0.3774 -0.6991 0.0177
C -0.5258 1.6380 1.6794 -0.2383
C 0.6312 0.0382 -2.4659 -0.0853
C -0.5451 -1.9559 -1.3907 -0.0877
C -0.9085 0.6201 2.7401 -0.1920
N 1.7474 0.4363 0.7772 0.0037
H 0.5677 1.0943 1.1306 0.0479
H 2.3975 1.0046 0.2352 0.0806
H 0.9196 -1.4220 0.8269 0.0890
H 2.1655 -1.1627 -0.5166 0.0905
H -1.8799 0.0132 -0.0872 0.0737
H -1.0801 1.4247 -0.9526 0.0718
H -1.3965 2.0888 1.2127 0.0420
H 0.0442 2.4639 2.1139 0.0502
H 1.0026 1.0418 -2.2564 0.0781
H -1.1379 -2.2708 -0.5319 0.0796
H 0.0434 0.0839 -3.3862 0.0839
H 1.4876 -0.6120 -2.6600 0.0698
H -1.1252 -2.1691 -2.2924 0.0850
H 0.3576 -2.5706 -1.4374 0.0715
H -1.5293 -0.1720 2.3168 0.0474
H -1.4587 1.0766 3.5686 0.0562
H -0.0151 0.1480 3.1544 0.0572
```

HOMO-LUMO gap	8.398	eV


Energy comparison, zero being the most stable, in kcal/mol: A 32.0; B 68.8; C 0.0.


A:
ORCA calculation (ωB97M-V with the def2-TZVPD basis set) on one molecule with the formula C2H4BrNO3.

```
11
Properties=species:S:1:pos:R:3:lowdin_charge:R:1
C -1.2793 0.9494 0.2558 -0.1136
C -0.2371 -0.0946 0.3891 -0.6843
Br -1.0551 -1.8907 0.3589 0.7198
O 0.6467 0.1289 -0.7723 -0.0329
N 1.7932 -0.7375 -0.7230 -0.4164
O 1.8701 -1.5255 0.1405 0.0866
O 2.5507 -0.4734 -1.6282 0.1225
H -1.4384 1.0776 -0.7674 0.0767
H -2.1827 0.7147 0.7971 0.0878
H -0.8916 1.8038 0.5717 0.0405
H 0.2234 0.0474 1.3779 0.1134
```

structure (SMILES)	C[C@@H](Br)O[N+](=O)[O-]
HOMO-LUMO gap	10.825	eV


B:
ORCA calculation (ωB97M-V with the def2-TZVPD basis set) on a 2-piece molecular cluster, C2H4BrNO3 overall.

```
11
Properties=species:S:1:pos:R:3:lowdin_charge:R:1
O -3.0882 -1.7261 0.6950 0.1719
N -2.5838 -0.9667 -0.0094 -0.4872
O -1.4716 -0.8965 -0.3748 0.0351
O -3.3769 0.0992 -0.4437 0.0582
H -2.9453 0.9607 -0.5450 0.0292
C 1.2677 0.1109 0.3109 -0.1164
C 0.1565 0.6193 0.7608 -0.6722
Br -0.6479 1.9399 -0.2837 0.7970
H 2.0716 -0.5656 0.8567 0.1185
H 1.5440 0.5451 -0.6431 0.0341
H -0.3013 0.3205 1.6299 0.0318
```

structure (SMILES)	O=[N+]([O-])O.C=CBr
HOMO-LUMO gap	10.335	eV


Energy comparison, zero being the most stable, in kcal/mol: A 0.0; B 28.1.


A:
ORCA calculation (ωB97M-V with the def2-TZVPD basis set) on a 5-piece molecular cluster, C3H14O4 overall.

```
21
Properties=species:S:1:pos:R:3:lowdin_charge:R:1
C 0.6223 0.5367 1.6987 -0.0117
C 0.3618 -0.7292 1.8783 -0.2349
C -0.2375 -1.5678 0.7940 -0.0920
H 0.9441 1.2431 2.4542 0.0644
H 0.3941 0.9408 0.7036 0.0210
H 0.5153 -1.2428 2.8351 0.0975
H -0.8386 -0.7507 0.1282 0.1067
H 0.5553 -2.1813 0.3496 0.0708
H -0.9442 -2.2136 1.0493 0.0152
O 2.2116 -1.4267 -1.3200 -0.0346
H 1.2845 -1.6181 -1.3098 -0.0158
H 2.4349 -1.3834 -0.4272 -0.0050
O -2.3199 0.9784 -1.0424 -0.0922
H -1.7230 0.3310 -1.3841 -0.0349
H -2.7929 0.5689 -0.2106 0.1211
O 0.0241 -0.0627 -1.9181 -0.0808
H 0.4753 0.0874 -2.7788 0.0985
H 0.3908 0.5850 -1.2963 0.0325
O -0.1002 2.5588 -0.2359 -0.0526
H -0.9984 2.2971 -0.4847 0.0191
H -0.2596 3.0489 0.5168 0.0076
```

structure (SMILES)	C=CC.O.O.O.O
HOMO-LUMO gap	10.464	eV


B:
ORCA calculation (ωB97M-V with the def2-TZVPD basis set) on C3H14O4 as an isolated structure.

```
21
Properties=species:S:1:pos:R:3:lowdin_charge:R:1
C 1.0684 -0.4660 1.8073 -0.0137
C 2.1646 -0.0647 0.8236 -0.1130
C 2.9309 -0.5542 -0.3104 -0.0014
H 0.6288 0.4777 1.8612 0.0555
H 0.4645 -1.2635 1.3145 0.1000
H 1.7822 -0.6809 2.5781 0.0938
H 2.5401 0.9605 0.9219 0.1120
H 3.0956 0.1686 -1.1283 -0.0008
H 3.4160 -1.6707 0.2132 0.1813
H -1.1132 -1.9140 -0.0238 -0.0596
H -0.6634 -0.5273 -1.2162 0.0252
O -1.4339 -1.4895 -0.7957 -0.2794
H -3.7719 -0.0077 0.6234 0.0810
H -2.3753 -0.1698 -0.1358 -0.0625
O -2.8195 0.2401 0.5629 -0.0711
H 2.1512 -0.9187 -2.5720 0.3307
H -0.5237 1.0697 -2.3801 0.0725
O -0.0473 0.3695 -1.8122 -0.2843
H -1.5444 1.4232 0.4602 -0.0837
H -0.2834 1.2475 -0.3223 0.0165
O -0.7977 1.9193 0.2804 -0.0989
```

HOMO-LUMO gap	4.739	eV


C:
ORCA calculation (ωB97M-V with the def2-TZVPD basis set) on a 4-piece molecular cluster, C3H14O4 overall.

```
21
Properties=species:S:1:pos:R:3:lowdin_charge:R:1
C 0.1384 -1.1510 1.7866 -0.0485
C 1.2077 -0.8697 0.7177 -0.4189
C 1.7114 0.5522 0.6861 -0.0415
O 0.6434 -1.1419 -0.5972 -0.0971
H 0.1985 -2.2195 2.0158 0.0757
H -0.9012 -0.9951 1.5078 0.0783
H 0.3576 -0.6246 2.7152 0.0879
H 1.9823 -1.6167 0.8741 0.1284
H 1.8682 0.8674 -0.3392 0.0823
H 2.6275 0.6982 1.2408 0.0786
H 0.9951 1.2331 1.1302 0.0546
H -0.1293 -1.6990 -0.4642 0.0899
O -1.3792 1.9402 1.1054 -0.0821
H -1.6658 1.3467 0.3858 -0.0016
H -0.7548 2.5084 0.6362 0.0296
O -0.2907 -0.4581 -2.9291 -0.0682
H -0.6335 -1.3574 -2.8630 0.0510
H 0.3074 -0.4325 -2.1601 0.0114
O -2.2805 1.0441 -1.4842 -0.0701
H -2.3866 1.8591 -1.9940 0.0570
H -1.6158 0.5160 -1.9705 0.0036
```

structure (SMILES)	CC(C)O.O.O.O
HOMO-LUMO gap	11.248	eV


Energy comparison, zero being the most stable, in kcal/mol: A 39.7; B 262.2; C 0.0.


A:
ORCA calculation (ωB97M-V with the def2-TZVPD basis set) on a 2-piece molecular cluster, C4H11N3 overall.

```
18
Properties=species:S:1:pos:R:3:lowdin_charge:R:1
C -1.4455 -0.8589 0.8147 -0.0392
C 1.0957 1.3198 -0.6625 -0.1188
C -0.7611 0.2691 -1.8371 -0.0400
C -0.2275 1.3604 -1.2596 -0.2406
N -0.6389 -0.5765 1.7674 -0.1668
N 1.1912 -1.7919 1.2689 -0.0260
N 0.6140 -0.7742 2.0651 -0.1418
H -2.3728 -0.4640 0.7273 0.0378
H -1.0086 -1.3630 0.0028 0.0266
H 1.5637 0.4151 -0.8910 0.0464
H 1.6793 2.1502 -1.1362 0.1044
H 0.9816 1.3321 0.3492 0.0310
H -0.1846 -0.5766 -2.0981 0.0488
H -1.1349 0.0757 2.4609 0.1886
H -1.7610 0.3139 -2.2359 0.0543
H -0.8267 2.2539 -1.1097 0.1005
H 2.2727 -1.6252 1.4288 0.1250
H 0.9634 -1.4600 0.3452 0.0099
```

HOMO-LUMO gap (spin up / spin down)	8.000 / 7.999	eV


B:
ORCA calculation (ωB97M-V with the def2-TZVPD basis set) on C4H11N3 as an isolated structure.

```
18
Properties=species:S:1:pos:R:3:lowdin_charge:R:1
C 0.6064 -1.7062 -0.3078 -0.0554
C 0.9693 -0.5808 0.6204 -0.4848
N 1.7618 -0.7497 1.6104 0.0794
H 1.8597 0.0427 2.2380 0.0340
H 1.2150 0.4937 -0.4320 0.1405
H 1.5295 -2.2089 -0.5881 0.0891
H -0.0287 -2.4386 0.2008 0.0828
H 0.1093 -1.3543 -1.2132 0.0714
N -0.3196 0.4493 0.7751 -0.1073
N -1.6715 -0.0518 0.8622 0.0832
C 0.1087 1.3025 -0.4296 -0.3034
C -0.7515 1.3776 -1.5083 -0.0822
H -0.1624 0.9681 1.6363 0.1470
H -1.6643 -0.9882 0.4718 0.0702
H -2.2191 0.5358 0.2345 0.0725
H 0.5772 2.2249 -0.0934 0.1123
H -1.3207 0.5195 -1.8444 0.0235
H -0.5991 2.1644 -2.2326 0.0271
```

HOMO-LUMO gap	7.627	eV


Energy comparison, zero being the most stable, in kcal/mol: A 0.0; B 19.1.


A:
ORCA calculation (ωB97M-V with the def2-TZVPD basis set) on one molecule with the formula C4H11N3.

```
18
Properties=species:S:1:pos:R:3:lowdin_charge:R:1
C 0.6170 2.0715 1.0751 -0.1271
C 1.5531 -0.7678 0.5039 -0.0479
C -1.2081 -0.4103 -1.7086 -0.0443
N -0.2088 0.8668 1.0435 -0.0409
N 0.2955 -0.0987 0.1985 -0.2217
C -0.9000 -0.7729 -0.2369 -0.5866
N -1.1032 -1.9934 0.2429 0.1497
H -1.4702 0.2252 0.3323 0.1993
H -1.8019 -2.4818 -0.3169 0.0448
H 1.4210 1.9440 1.8121 0.0725
H 1.0601 2.3340 0.1076 0.0774
H -0.0099 2.8913 1.4254 0.0688
H 1.4859 -1.3280 1.4408 0.0839
H 2.3440 -0.0216 0.5775 0.0744
H 1.7840 -1.4578 -0.3057 0.0860
H -0.5354 -0.9620 -2.3686 0.0707
H -1.0871 0.6572 -1.8897 0.0701
H -2.2362 -0.6958 -1.9334 0.0708
```

HOMO-LUMO gap (spin up / spin down)	7.706 / 8.194	eV


B:
ORCA calculation (ωB97M-V with the def2-TZVPD basis set) on one molecule with the formula C4H11N3.

```
18
Properties=species:S:1:pos:R:3:lowdin_charge:R:1
H 0.0951 -3.5069 1.7203 0.0056
N 0.4260 -2.6668 1.3368 0.0828
C -0.4345 -1.8297 0.8223 -0.3250
N -0.0902 -0.8792 -0.0952 -0.0264
C 0.7924 0.1379 0.5468 -0.2440
C 1.1127 1.1090 -0.4990 -0.1755
C -0.1032 1.7401 -1.2809 -0.2397
N -1.4655 1.8243 -0.7174 0.0193
H -1.5626 -1.8032 1.0388 0.1357
H -0.8567 -0.3719 -0.5526 0.0928
H 0.3020 0.4720 1.3660 0.0730
H 1.5126 -0.4933 1.0547 0.1108
H 1.6471 0.4917 -1.2223 0.1103
H 1.8524 1.8753 -0.0834 0.1311
H -0.0678 1.1285 -2.1400 0.0794
H 0.1373 2.7136 -1.6785 0.0982
H -1.9702 2.6280 -0.9311 0.0452
H -1.3863 1.9737 0.2234 0.0265
```

structure (SMILES)	[H]/N=C/NCCCN
HOMO-LUMO gap	9.838	eV


Energy comparison, zero being the most stable, in kcal/mol: A 67.8; B 0.0.


A:
ORCA calculation (ωB97M-V with the def2-TZVPD basis set) on one molecule with the formula C4H11N3.

```
18
Properties=species:S:1:pos:R:3:lowdin_charge:R:1
C 1.5109 0.9443 -0.0819 -0.0907
N 0.5467 -0.1233 -0.2449 -0.2488
C 0.6330 -0.7577 -1.5432 -0.0956
C -0.7653 0.2182 0.1946 -0.4222
N -1.5408 1.0841 -0.6186 0.0941
C -1.2185 -0.3918 1.2911 -0.1210
N -0.3067 -1.2947 2.0212 0.0109
H 2.5144 0.5494 -0.2902 0.0857
H 1.3284 1.7960 -0.7718 0.0794
H 1.4726 1.3039 0.9521 0.0927
H 0.5886 -0.0391 -2.3742 0.0790
H 1.5775 -1.3003 -1.6028 0.0800
H -0.1918 -1.4583 -1.6563 0.0888
H -2.3673 1.4091 -0.1355 0.0778
H -1.0051 1.8698 -0.9694 0.0725
H -2.1281 -0.0747 1.7830 0.0977
H 0.2193 -1.8877 1.3798 0.0636
H -0.8679 -1.8471 2.6672 0.0562
```

structure (SMILES)	CN(C)/C(N)=C\N
HOMO-LUMO gap	8.368	eV


B:
ORCA calculation (ωB97M-V with the def2-TZVPD basis set) on C4H11N3 as an isolated structure.

```
18
Properties=species:S:1:pos:R:3:lowdin_charge:R:1
C 1.6150 0.3682 -0.8653 -0.3668
C 0.8005 0.3197 1.7503 -0.0732
N 1.1308 1.6085 -1.1787 0.0915
N 1.0590 -0.7579 -1.2356 0.0093
H 2.5612 0.3385 -0.3421 0.1152
H 1.5639 2.3958 -0.7219 0.0877
H 0.3347 -0.6121 -1.9345 0.0632
H 0.1233 1.6911 -1.2227 0.0936
H 0.0354 -1.2334 -0.3200 0.1099
H 1.2828 1.2839 1.5981 0.0378
H 0.4001 0.3167 2.7600 0.0438
H 1.4192 -0.5777 1.6634 0.0574
C -2.3790 -1.0818 -0.2240 -0.1007
C -1.0553 -0.7605 0.3881 -0.3633
N -0.7659 0.2491 1.0260 -0.0017
H -3.0395 -0.2149 -0.2209 0.0662
H -2.2442 -1.4340 -1.2480 0.0619
H -2.8422 -1.8992 0.3277 0.0683
```

HOMO-LUMO gap	8.520	eV


Energy comparison, zero being the most stable, in kcal/mol: A 0.0; B 56.1.